{
  "formula": "C28H56Li6O15P2",
  "method": "ωB97M-V/def2-TZVPD",
  "species": ["Li", "Li", "Li", "Li", "Li", "Li", "P", "O", "O", "O", "O", "P", "O", "O", "O", "O", "C", "C", "C", "O", "C", "H", "H", "H", "H", "H", "H", "H", "H", "C", "C", "C", "O", "C", "H", "H", "H", "H", "H", "H", "H", "H", "C", "C", "C", "O", "C", "H", "H", "H", "H", "H", "H", "H", "H", "C", "C", "C", "O", "C", "H", "H", "H", "H", "H", "H", "H", "H", "C", "C", "C", "O", "C", "H", "H", "H", "H", "H", "H", "H", "H", "C", "C", "C", "O", "C", "H", "H", "H", "H", "H", "H", "H", "H", "C", "C", "C", "O", "C", "H", "H", "H", "H", "H", "H", "H", "H"],
  "coordinates": [[0.9408, -2.4289, 1.0899], [1.9490, 2.5244, -0.1747], [2.8612, -1.5774, -1.6175], [-0.5034, -2.2394, -1.5013], [1.1331, 0.9644, -2.3087], [3.5163, -0.0210, 0.4772], [3.8600, 1.5224, -1.4738], [2.5563, 2.1488, -2.0563], [5.2016, 2.0885, -1.8749], [3.9951, -0.0556, -1.5190], [3.6792, 1.8308, 0.0564], [0.8558, -0.4614, -0.3890], [0.8020, 1.0833, -0.2149], [2.0747, -1.1740, 0.2150], [0.8789, -0.8103, -1.9000], [-0.3512, -1.2364, 0.2273], [-4.0309, 1.1771, 3.4406], [-3.3085, 0.2233, 2.5098], [-1.9657, 0.9103, 2.2840], [-1.6616, 1.5222, 3.5428], [-2.8940, 2.0029, 4.0750], [-4.5789, 0.6307, 4.2123], [-4.7187, 1.9141, 3.0313], [-3.9369, 0.1364, 1.6174], [-3.2578, -0.7783, 2.9362], [-2.0505, 1.7046, 1.5299], [-1.1399, 0.2773, 1.9595], [-3.0573, 3.0362, 3.7401], [-2.8166, 2.0453, 5.1599], [-0.9219, -3.2620, 4.5269], [-0.1909, -4.5041, 4.0102], [1.1803, -3.8592, 3.7128], [0.8139, -2.6393, 3.0585], [-0.4375, -2.1697, 3.5608], [-0.6442, -3.0355, 5.5571], [-2.0110, -3.2860, 4.4745], [-0.7204, -4.9317, 3.1619], [-0.0553, -5.2091, 4.8317], [1.8194, -4.4654, 3.0751], [1.6791, -3.6450, 4.6588], [-1.1477, -2.1211, 2.7267], [-0.4353, -1.1539, 3.9602], [-0.2579, 5.8151, 0.8822], [-0.9602, 4.4480, 1.0518], [0.0926, 3.6262, 1.8065], [1.3377, 4.1081, 1.2672], [1.2123, 5.5117, 1.2084], [-0.6788, 6.5577, 1.5572], [-0.4047, 6.1415, -0.1470], [-1.1456, 3.9876, 0.0840], [-1.8236, 4.6237, 1.6920], [0.0980, 2.5533, 1.6426], [-0.0506, 3.8453, 2.8694], [1.9013, 5.9328, 0.4765], [1.4822, 5.9472, 2.1789], [-1.3757, -1.5357, -5.7646], [-0.2188, -2.5198, -5.7845], [0.2930, -2.5236, -4.3425], [-0.8735, -2.3431, -3.5630], [-1.7815, -1.4941, -4.2767], [-2.1546, -1.9927, -6.3728], [-1.0396, -0.5946, -6.1951], [0.5960, -2.2760, -6.4727], [-0.5198, -3.5116, -6.1305], [1.0609, -1.7678, -4.1516], [0.7730, -3.4839, -4.1172], [-1.7081, -0.4953, -3.8434], [-2.7852, -1.9053, -4.1836], [-2.9317, -5.0019, -0.2244], [-2.9277, -3.6211, 0.4797], [-3.2069, -2.6150, -0.6513], [-2.9693, -3.3111, -1.8549], [-3.3252, -4.6758, -1.6621], [-3.5991, -5.6834, 0.2965], [-1.9233, -5.4188, -0.2416], [-1.9770, -3.4241, 0.9775], [-3.7012, -3.5775, 1.2460], [-2.6324, -1.6952, -0.5286], [-4.2555, -2.2907, -0.5976], [-2.8165, -5.2762, -2.4128], [-4.4072, -4.7464, -1.8284], [4.1162, 1.6709, 4.3520], [2.6914, 1.6492, 3.8887], [2.6058, 0.3157, 3.1582], [3.8390, 0.2941, 2.4446], [4.8509, 1.0939, 3.0999], [4.3122, 1.2083, 5.3201], [4.4411, 2.7053, 4.5062], [2.5005, 2.4331, 3.1509], [1.9258, 1.7931, 4.6567], [1.8174, 0.3006, 2.4048], [2.5057, -0.5195, 3.8608], [5.1974, 1.8856, 2.4447], [5.6198, 0.3814, 3.3917], [0.3082, 2.9780, -5.4372], [1.1252, 2.0702, -6.3179], [1.8678, 1.2765, -5.2700], [0.8665, 1.0495, -4.2634], [-0.2167, 2.0327, -4.3697], [-0.4880, 3.4543, -6.0221], [0.9122, 3.8074, -5.0672], [1.7853, 2.5506, -7.0452], [0.5362, 1.4004, -6.9539], [2.7291, 1.7387, -4.7808], [2.2155, 0.3171, -5.6670], [-0.3341, 2.5676, -3.4312], [-1.0866, 1.5494, -4.8129]],
  "lowdin_charge": [0.667, 0.606, 0.710, 0.680, 0.589, 0.621, -0.084, -0.522, -0.398, -0.563, -0.542, -0.056, -0.427, -0.540, -0.507, -0.482, -0.163, -0.157, -0.196, -0.152, -0.195, 0.106, 0.108, 0.112, 0.100, 0.122, 0.088, 0.107, 0.117, -0.152, -0.141, -0.163, -0.222, -0.189, 0.117, 0.114, 0.110, 0.116, 0.125, 0.130, 0.089, 0.129, -0.145, -0.147, -0.202, -0.171, -0.194, 0.105, 0.105, 0.112, 0.103, 0.085, 0.127, 0.128, 0.121, -0.130, -0.154, -0.209, -0.223, -0.152, 0.110, 0.099, 0.116, 0.111, 0.103, 0.124, 0.114, 0.117, -0.140, -0.145, -0.209, -0.163, -0.179, 0.110, 0.105, 0.077, 0.111, 0.100, 0.125, 0.125, 0.126, -0.156, -0.166, -0.193, -0.225, -0.128, 0.107, 0.110, 0.114, 0.119, 0.101, 0.117, 0.124, 0.115, -0.170, -0.169, -0.174, -0.244, -0.151, 0.116, 0.127, 0.121, 0.109, 0.131, 0.121, 0.125, 0.109],
  "homo_ev": -5.46,
  "e_lumo_ev": -0.981,
  "homo_lumo_gap_ha": 0.165,
  "molar_mass_g_mol": 736.335,
  "charge": 0,
  "relative_energy_ev": 0.112
}